Entry 1:
Here is a cluster of 3 separate species, C4H16NO2 in total in a non-equilibrium geometry from the OMol25 dataset. Energies are from ωB97M-V/def2-TZVPD.

Geometry as XYZ:
```
23
Properties=species:S:1:pos:R:3:forces:R:3:mulliken_charge:R:1
C 1.082835 -0.513024 0.311160 -0.391 -2.141 1.014 -0.6823
C -0.042826 -1.037388 1.409372 4.763 -0.073 -3.171 -0.7161
C -0.533539 0.058433 2.200168 -1.910 0.441 1.320 -0.2077
C -1.609032 0.816735 1.484000 -2.717 -0.995 1.434 -1.1914
N 0.413932 0.198767 -0.889212 -0.603 0.596 2.748 -0.1930
H 2.008293 0.049696 0.699837 -1.892 -0.369 -0.348 0.3533
H 1.522661 -1.500281 -0.045439 -0.487 1.437 -0.271 0.3442
H -0.740011 -1.631355 0.829844 -0.560 0.158 0.029 0.3472
H 0.529294 -1.754100 1.990540 0.041 -0.082 0.265 0.3892
H -0.983341 -0.497802 2.990465 -0.663 0.284 1.334 0.2855
H 0.201329 0.697784 2.613933 1.054 0.400 0.415 0.3343
H -1.251872 1.555662 0.829348 0.274 0.964 -1.113 0.2968
H -2.430231 1.299073 2.107986 1.427 -0.402 -0.396 0.3211
H -2.146441 -0.027871 1.021565 -0.233 0.880 -0.760 0.3066
H -0.278177 0.971280 -0.556019 1.837 -1.527 -0.430 0.2138
H -0.302692 -0.527965 -1.263090 1.866 1.231 -0.941 0.4261
H 1.320139 0.704388 -1.269224 -2.038 -0.957 -1.443 0.4291
H -2.228487 -1.343607 -2.655161 -2.182 0.059 -0.204 0.2726
H -0.960609 -1.956158 -3.144035 0.343 -0.392 -0.355 0.2849
O -1.312665 -1.333321 -2.515739 1.799 0.281 0.670 -0.6011
H 2.669158 1.784503 -2.851409 0.243 0.428 -0.594 0.3051
H 2.628819 2.385663 -1.350729 -0.033 -1.195 -1.575 0.3383
O 2.443463 1.600885 -1.948161 0.061 0.974 2.372 -0.6565
```
Positions in Å, forces in eV/Å.

Orbital gap = 11.38 eV
E_tot = -9985.3192 eV
Relative energy (zero: lowest compared OMol25 entry of this formula, charge and spin) = 199.0 kJ/mol
Charge = +1

Entry 2:
Here is a cluster of 3 separate species, C4H16NO2 in total in a non-equilibrium geometry from the OMol25 dataset. Energies are from ωB97M-V/def2-TZVPD.

Geometry as XYZ:
```
23
Properties=species:S:1:pos:R:3:forces:R:3:lowdin_spin:R:1
C 0.996377 2.034024 0.668880 0.767 -2.123 0.528 0.0506
C 0.595542 0.534290 0.485382 -2.693 1.688 -0.897 0.2194
C 1.788529 -0.513433 0.885741 -0.005 -1.589 0.893 0.2138
C 1.334960 -1.909490 1.020257 -0.843 0.534 -0.573 0.2263
N 0.134976 0.295413 -0.907353 0.383 -1.319 -0.348 0.0208
H 0.729940 2.316852 1.681890 -0.260 0.230 -0.002 0.0047
H 2.084106 2.091276 0.624232 -0.016 0.553 -0.412 0.0067
H 0.482059 2.579427 -0.114196 0.099 0.385 0.015 0.0134
H -0.296652 0.262905 1.055366 0.442 -0.031 0.516 0.0062
H 2.012143 -0.145297 1.891209 0.639 0.501 -0.411 0.0133
H 2.444953 -0.372847 0.021627 0.442 0.319 0.424 0.0233
H 1.500902 -2.528025 0.137251 0.345 -0.235 0.002 0.0245
H 0.194363 -2.080972 1.070103 0.327 0.065 0.231 0.1072
H 1.528163 -2.318790 2.030280 0.068 -0.056 -0.086 0.0472
H -0.250452 -0.647891 -1.035284 -0.250 -0.019 0.306 0.0017
H 0.914105 0.283442 -1.571835 -0.042 0.672 -0.182 0.0021
H -0.695070 0.954930 -1.298008 0.780 0.184 -0.174 0.0063
H -2.471070 1.818359 -1.867747 -1.290 0.113 0.241 0.0002
H -1.449367 2.220047 -2.936993 0.197 0.186 -0.441 0.0003
O -1.556453 1.776222 -2.095095 0.725 -0.198 0.322 0.0098
H -3.256468 -2.009379 0.826007 -0.347 0.059 0.779 -0.0001
H -3.792774 -2.396604 -0.523942 -0.108 -0.158 -0.208 0.0001
O -2.972811 -2.244454 -0.047768 0.640 0.239 -0.523 0.0023
```
Positions in Å, forces in eV/Å.

Orbital gap (alpha / beta) = 11.03 / 3.58 eV
E_tot = -9971.5505 eV
Multiplicity = 2
Relative energy (zero: lowest compared OMol25 entry of this formula, charge and spin) = 101.1 kJ/mol
Charge = +2

Entry 3:
Here is a cluster of 5 separate species, C4H16NO7 in total in a non-equilibrium geometry from the OMol25 dataset. Energies are from ωB97M-V/def2-TZVPD.

Geometry as XYZ:
```
28
Properties=species:S:1:pos:R:3:forces:R:3:mulliken_charge:R:1
C -1.420059 -0.967212 -1.005004 -0.522 -1.435 1.951 -1.1126
O -2.124897 -1.602256 0.091638 0.458 -0.530 -0.588 -0.6509
C -0.402861 0.028940 -0.427197 -1.140 2.459 -2.298 0.5673
C -1.173224 0.887751 0.596851 0.547 -1.549 0.705 -0.3717
C -0.345178 1.897292 1.274031 -0.166 3.022 0.406 0.4867
O 0.298659 2.750948 0.390669 0.968 -0.146 1.150 -0.4175
O -0.340078 2.268182 2.430656 -0.069 -1.323 -0.161 -0.6397
N 0.078294 0.888369 -1.605873 0.767 -0.907 0.469 -0.5943
H -0.960798 -1.768238 -1.588809 0.342 0.312 -0.274 0.3761
H -2.219225 -0.508328 -1.605806 0.489 0.357 0.020 0.3310
H 0.477039 -0.424960 0.041769 -0.432 -0.026 -0.382 -0.2008
H -1.535376 0.155014 1.298432 0.150 0.024 0.745 0.4090
H -2.109753 1.347787 0.299575 0.084 0.347 -0.898 0.4561
H 0.869237 3.273530 1.023293 -0.781 -0.497 -1.039 0.3283
H 1.038070 1.212383 -1.381950 -0.934 -0.195 -0.253 0.2783
H -0.501394 1.716872 -1.796284 0.319 -0.659 0.583 0.2170
H 2.583281 -1.507234 2.497287 0.929 -0.966 0.690 0.1191
H 0.671281 -1.412555 1.783699 -0.112 -0.972 1.276 0.3936
O 1.906999 -1.056887 2.045568 -1.558 1.280 -0.984 -0.9258
H -0.890644 -0.868881 -4.359973 -0.301 -0.194 -0.420 0.2857
H -0.093111 -0.430003 -3.192436 0.709 0.247 -0.008 0.3881
O 0.017480 -0.871788 -4.062307 -0.218 0.138 0.354 -0.7174
H -0.528116 -2.114225 2.744947 0.319 0.372 -0.811 0.2110
H -1.415607 -1.971118 0.754127 -0.914 0.939 -0.772 0.3996
O -0.397327 -1.769778 1.840618 0.367 -0.455 0.814 -0.6822
H 3.604037 0.141431 0.581190 0.056 -0.178 0.069 0.2300
H 2.120527 0.116381 0.987353 1.997 0.240 -0.570 0.4864
O 2.792743 0.588580 0.343936 -1.352 0.295 0.226 -0.6503
```
Positions in Å, forces in eV/Å.

Orbital gap = 8.84 eV
E_tot = -20231.3192 eV
Relative energy (zero: lowest compared OMol25 entry of this formula, charge and spin) = 181.2 kJ/mol
Charge = -1

Entry 4:
Here is a cluster of 6 separate species, C4H16NO8 in total in a non-equilibrium geometry from the OMol25 dataset. Energies are from ωB97M-V/def2-TZVPD.

Geometry as XYZ:
```
29
Properties=species:S:1:pos:R:3:forces:R:3:mulliken_charge:R:1
O 0.471044 -3.824305 -0.359289 -0.018 0.517 0.619 -0.5440
C 0.422086 -2.983093 0.507694 -0.107 1.117 0.171 -0.1932
C 1.002389 -1.506774 0.378299 -1.368 -1.239 -1.457 0.4541
C 2.100436 -1.485695 1.431197 -0.063 0.795 -0.881 -1.6053
N -0.084115 -0.511250 0.306400 0.060 -1.893 1.870 0.2471
C -1.139766 -0.438215 1.228703 -1.969 -3.933 2.237 0.3723
O -1.225636 -1.338393 2.164758 1.219 2.254 -2.267 -0.7352
O -2.117884 0.338480 0.978144 0.836 1.063 0.108 -0.8994
H 0.004223 -3.107830 1.557301 0.279 -0.352 -1.021 0.3476
H 1.425948 -1.382054 -0.660931 0.001 -0.539 1.124 0.3616
H 2.214763 -2.372698 1.974365 -0.194 -1.989 0.470 0.4928
H 2.999444 -1.394943 0.853854 0.862 0.637 0.322 0.3740
H 1.969523 -0.823279 2.253649 -0.011 1.364 0.161 0.3759
H 0.215408 0.343066 -0.027253 0.209 2.036 -1.307 -0.0769
H -0.863122 2.318097 -0.640904 0.829 -0.146 -1.241 0.3115
H -1.601650 2.007218 -1.889425 -3.163 -0.583 -1.091 0.3607
O -0.733791 2.087086 -1.616825 2.800 1.193 2.097 -0.6694
H -0.064362 0.796357 -2.651591 -0.581 1.655 2.144 0.4041
H 0.072513 -0.775251 -2.546207 -0.305 -3.713 3.621 0.2638
O 0.077431 -0.035852 -3.025315 0.937 1.755 -5.781 -0.6334
H -3.040047 0.695075 -0.494732 0.317 -0.289 -2.236 0.4603
H -2.875320 0.159758 -2.014189 1.017 -2.047 -0.782 0.2952
O -3.195195 0.854183 -1.501693 -1.383 2.194 2.845 -0.7524
H 1.816642 1.340013 0.529307 1.576 1.830 -0.777 0.3309
H 2.176791 2.085579 -0.696174 -2.033 0.441 -6.740 0.3093
O 2.427248 2.056817 0.133646 0.499 -2.230 7.560 -0.6227
H -0.207682 2.563767 1.688385 1.943 0.054 2.015 0.2724
H -1.433782 1.738526 1.135522 0.858 1.337 -0.330 0.4492
O -0.813534 2.595597 1.003293 -3.046 -1.286 -1.454 -0.7508
```
Positions in Å, forces in eV/Å.

Orbital gap = 8.99 eV
E_tot = -22278.9792 eV
Relative energy (zero: lowest compared OMol25 entry of this formula, charge and spin) = 268.8 kJ/mol
Charge = -1